(1)
{"formula": "C6H6", "method": "ωB97M-V/def2-TZVPD", "smiles": "C=C=C=C=CC", "largest_force_ev_per_a": 7.1, "de_lowest_kcal_mol": 145.9, "orbital_gap_ev": 8.59, "homo_energy_ha": -0.3039, "total_energy_ev": -6312.8742, "elements": ["C", "C", "C", "C", "C", "C", "H", "H", "H", "H", "H", "H"], "xyz": [[1.46983, -1.50982, 0.60124], [-0.05499, 1.29157, -0.67499], [0.95682, -0.18867, 0.91004], [0.69293, 0.68281, -0.00692], [-1.13835, 1.56136, -1.19850], [-2.35016, 1.30484, -1.14584], [1.11288, -2.18077, 1.39105], [2.56543, -1.50429, 0.65673], [1.15041, 0.36749, 1.82339], [-3.10820, 1.56225, -1.83967], [1.18396, -1.93950, -0.36055], [-2.48056, 0.55272, -0.15598]], "forces_ev_per_angstrom": [[0.4, -1.8, 0.9], [-1.7, 4.4, -4.3], [1.6, 1.5, 0.6], [4.5, -3.9, 3.9], [1.3, 1.6, -1.4], [-4.5, -2.9, 2.5], [0.2, -0.3, -0.2], [-0.1, -0.1, 0.0], [0.1, -0.9, 0.8], [-0.9, 0.2, -0.1], [-0.1, 0.4, 0.0], [-0.7, 1.8, -2.8]], "lowdin_charge": [-0.105, -0.095, -0.144, -0.058, -0.145, -0.013, 0.077, 0.086, 0.118, 0.037, 0.088, 0.154]}

(2)
{"formula": "C36H40O12", "method": "ωB97M-V/def2-TZVPD", "smiles": "O=C1c2ccccc2C(=O)c2ccccc21.O=C1c2ccccc2C(=O)c2ccccc21.OCCO.OCCO.OCCO.OCCO", "largest_force_ev_per_a": 3.7, "orbital_gap_ev": 8.32, "homo_energy_ha": -0.3552, "total_energy_ev": -62548.5174, "elements": ["O", "O", "O", "O", "O", "O", "O", "O", "O", "O", "O", "O", "C", "C", "C", "C", "C", "C", "C", "C", "C", "C", "C", "C", "C", "C", "C", "C", "C", "C", "C", "C", "C", "C", "C", "C", "C", "C", "C", "C", "C", "C", "C", "C", "C", "C", "C", "C", "H", "H", "H", "H", "H", "H", "H", "H", "H", "H", "H", "H", "H", "H", "H", "H", "H", "H", "H", "H", "H", "H", "H", "H", "H", "H", "H", "H", "H", "H", "H", "H", "H", "H", "H", "H", "H", "H", "H", "H"], "xyz": [[-10.78267, -19.84419, -1.41339], [-11.62789, -13.09899, -3.68166], [-10.76536, -16.43634, -2.65445], [-13.71348, -18.23875, -1.48667], [-15.38858, -20.51735, -0.72539], [-15.46239, -20.69557, -3.50461], [-12.66345, -17.70186, -6.68006], [-10.44121, -18.14620, -4.77832], [-15.91901, -16.75265, -10.76045], [-11.55036, -20.69782, -4.47771], [-13.20839, -12.92301, -1.09974], [-8.89311, -17.58635, -0.29033], [-13.08591, -16.29470, -8.45611], [-10.50366, -20.49046, -5.37114], [-14.19470, -14.70528, -2.25332], [-9.66013, -19.32593, -4.98364], [-14.81853, -17.93381, -7.53374], [-11.52737, -15.26052, 1.75628], [-13.06761, -15.02789, -0.04408], [-13.01385, -16.37380, -0.30113], [-12.36311, -17.25229, 0.62502], [-13.93210, -16.12660, -9.57549], [-14.82261, -13.85223, -3.19645], [-17.32795, -19.12238, -7.52956], [-12.43558, -14.46719, -10.42554], [-13.47352, -14.10053, -1.15099], [-12.34187, -14.45204, 0.99327], [-15.22729, -16.88339, -9.74950], [-8.64460, -18.99223, -0.45814], [-11.88210, -15.58040, -8.37335], [-15.17521, -18.80199, -6.51411], [-13.49379, -17.35058, -7.49003], [-13.54051, -15.23318, -10.55824], [-14.63749, -21.64966, -2.84583], [-15.24931, -21.82299, -1.37885], [-16.90847, -18.35241, -8.60727], [-16.42913, -19.41629, -6.45101], [-15.55598, -15.84331, -4.40572], [-14.86440, -16.64896, -3.50920], [-15.66879, -17.74136, -8.65405], [-13.66979, -17.02997, -1.47446], [-15.50677, -14.46983, -4.26270], [-11.43544, -14.50695, -3.78040], [-9.84967, -19.89844, -0.30153], [-10.37716, -15.08397, -2.84309], [-14.25078, -16.09329, -2.43576], [-11.64984, -14.57664, -9.35073], [-11.63520, -16.66885, 1.67948], [-8.15860, -19.21453, -1.36259], [-12.22922, -12.92993, -2.94593], [-12.16010, -13.65692, -11.11903], [-10.97095, -20.29507, -6.35066], [-15.29208, -19.84137, -2.97957], [-10.74948, -17.02789, -3.42691], [-14.31575, -15.13799, -11.31566], [-9.11713, -19.47653, -4.02934], [-14.73304, -22.52690, -0.82989], [-12.35322, -15.06471, -3.65429], [-16.70113, -20.15027, -5.65271], [-11.00126, -17.19408, 2.31862], [-12.27640, -13.38768, 1.11401], [-10.41757, -14.68953, -1.85068], [-12.44454, -18.30771, 0.44886], [-14.44292, -19.14968, -5.81598], [-10.90311, -14.71302, 2.43446], [-11.14254, -20.83165, -3.57498], [-11.20571, -18.14683, -5.40615], [-15.75125, -13.84192, -5.14119], [-14.63478, -22.53679, -3.45040], [-9.49745, -17.42727, -1.03520], [-11.25618, -18.99666, -1.40068], [-13.68396, -21.26944, -2.57779], [-14.88282, -17.75939, -3.60754], [-14.72549, -12.71860, -3.02450], [-7.90007, -19.20998, 0.27890], [-14.63319, -19.94352, -0.86432], [-16.29094, -22.06627, -1.42648], [-16.08549, -16.21958, -5.27606], [-10.32995, -19.62397, 0.66038], [-17.54132, -18.18406, -9.48997], [-11.08179, -14.60536, -4.84503], [-9.39920, -15.01572, -3.26363], [-18.28412, -19.53265, -7.44572], [-10.71026, -14.03722, -9.35812], [-9.85644, -21.40521, -5.56576], [-11.22260, -15.63748, -7.52434], [-9.63657, -20.95047, -0.07740], [-8.98510, -19.13193, -5.80822]], "forces_ev_per_angstrom": [[0.6, 0.1, 0.6], [-0.2, -0.2, 0.2], [0.1, -1.1, 1.2], [-0.4, -0.6, -1.1], [0.3, -1.1, -0.3], [1.0, 2.0, 0.7], [0.4, -0.5, 0.9], [-0.9, 0.0, -0.6], [1.0, -0.1, 1.1], [0.3, -0.8, 1.8], [0.1, 0.7, -0.3], [-0.8, -1.2, -1.0], [-0.6, -0.4, -0.8], [0.3, -1.0, -1.1], [-1.3, 0.7, -1.7], [0.1, 0.9, 0.4], [-1.1, -0.5, -0.9], [-1.3, -0.2, 0.1], [0.7, 1.3, -1.1], [0.4, -2.1, 1.5], [0.0, 2.1, 0.3], [0.8, 0.0, 0.3], [0.4, 0.0, 0.8], [2.3, 0.1, 1.4], [0.0, 2.1, -1.9], [-0.3, -0.7, 1.6], [0.6, -0.7, 0.0], [-0.6, 0.7, -1.5], [-0.1, 0.2, 1.2], [-1.0, 1.2, -0.5], [-0.7, -1.2, 0.3], [1.8, 1.0, 0.0], [-2.8, -0.8, -0.3], [-2.3, 0.5, 2.6], [-1.2, 2.6, -2.2], [-0.9, 0.2, -1.0], [-0.6, 0.4, -1.4], [0.2, 0.2, -0.3], [-1.6, -1.4, -1.2], [0.7, -0.4, 2.3], [0.9, 1.2, 1.9], [1.1, 1.6, -0.6], [1.1, 1.3, -1.6], [-1.1, 0.4, 0.9], [-1.6, -1.1, -0.8], [0.2, -0.1, 0.3], [2.1, -1.9, 2.2], [-0.4, 1.3, -2.0], [0.5, 0.0, -1.7], [0.1, 0.2, 0.1], [-0.5, -0.7, 0.0], [0.0, 0.1, 0.2], [-0.7, -1.8, -1.2], [0.4, 0.4, -0.4], [0.6, 0.3, -0.4], [-0.1, -0.1, -0.6], [1.4, -1.3, 1.5], [-0.1, -0.1, -0.1], [0.4, 0.9, -0.7], [0.6, -1.3, 0.9], [-0.2, 0.3, -0.2], [0.1, 0.8, 0.5], [0.1, -0.3, 0.2], [0.5, 0.4, 0.5], [0.4, -0.5, 0.6], [-0.8, 0.3, -1.2], [0.7, 0.0, 0.5], [-0.6, -0.3, 0.8], [0.2, -0.5, 0.0], [0.0, 0.9, 0.1], [0.1, -0.2, 0.0], [1.4, 0.4, -0.7], [0.1, 1.1, 0.0], [-0.3, -2.0, -0.6], [0.3, -0.5, 0.8], [0.5, 0.0, 0.0], [-0.5, -0.8, -0.3], [0.2, -0.3, 0.2], [-0.2, 0.3, -0.5], [0.1, -0.2, 0.6], [-0.4, -0.4, 0.9], [0.9, 0.2, -0.2], [-1.4, -0.5, -0.4], [-0.1, 0.2, 0.5], [-0.5, 0.8, 0.5], [0.0, -0.4, 0.1], [0.5, 0.1, -0.8], [0.6, 0.0, 0.0]], "lowdin_charge": [-0.077, -0.059, -0.097, 0.086, -0.087, -0.107, 0.090, -0.101, 0.094, -0.068, 0.103, -0.058, -0.068, -0.288, -0.111, -0.222, -0.091, -0.039, -0.082, -0.072, 0.028, -0.067, 0.027, -0.029, -0.097, -0.309, -0.004, -0.262, -0.237, 0.036, -0.018, -0.284, -0.013, -0.196, -0.169, -0.004, -0.011, -0.041, 0.010, -0.088, -0.268, -0.047, -0.220, -0.209, -0.182, -0.113, -0.066, -0.021, 0.095, 0.038, 0.127, 0.124, 0.095, 0.050, 0.125, 0.127, 0.079, 0.089, 0.114, 0.086, 0.119, 0.115, 0.102, 0.109, 0.105, 0.097, 0.073, 0.121, 0.116, 0.049, 0.056, 0.088, 0.125, 0.158, 0.112, 0.026, 0.105, 0.107, 0.113, 0.129, 0.134, 0.114, 0.085, 0.113, 0.138, 0.109, 0.122, 0.115]}

(3)
{"formula": "C6H19NO4", "method": "ωB97M-V/def2-TZVPD", "smiles": "C=CC(N)=C(C)C.O.O.O.O", "largest_force_ev_per_a": 6.9, "de_lowest_kcal_mol": 95.3, "orbital_gap_ev": 7.80, "homo_energy_ha": -0.2903, "total_energy_ev": -16207.2940, "elements": ["O", "O", "O", "O", "N", "C", "C", "C", "C", "C", "C", "H", "H", "H", "H", "H", "H", "H", "H", "H", "H", "H", "H", "H", "H", "H", "H", "H", "H", "H"], "xyz": [[-1.54605, 2.31347, 2.33688], [2.55912, -2.59362, 0.37278], [1.94709, -0.27099, -2.12276], [2.63652, 1.39069, 0.45577], [0.31778, -0.58089, 1.13832], [-0.78352, -0.38424, 0.23095], [-0.03505, 1.82300, -0.62710], [-1.69393, -2.57163, -0.45731], [-1.02731, 0.74678, -0.42872], [-1.80465, -1.48479, 0.26671], [-2.47224, 0.97407, -0.89799], [-2.52544, 0.30170, -1.80163], [-2.51513, -3.33127, -0.50155], [-2.59016, -1.38547, 0.94611], [2.74758, 2.21631, -0.06084], [-2.71280, 2.00338, -0.90390], [0.48663, 1.72037, -1.49910], [-0.82333, -2.86181, -0.99212], [3.28880, 0.73905, 0.21344], [2.17696, -2.86117, -0.38561], [-0.77479, 1.67090, 2.17140], [0.72296, -1.50946, 1.06369], [1.17100, 0.02879, 0.91111], [2.77522, -1.71984, 0.01995], [1.18979, 0.05665, -2.72206], [-2.08655, 1.91121, 1.68368], [-0.52926, 2.84696, -0.63797], [2.55511, 0.34404, -2.25284], [-3.36084, 0.57448, -0.29188], [0.70653, 1.98577, 0.21121]], "forces_ev_per_angstrom": [[2.7, -1.4, 0.1], [2.0, 2.1, 3.1], [-6.0, -3.4, -0.8], [0.1, 0.8, 0.2], [1.7, 0.9, -1.5], [0.8, -0.5, 1.3], [-1.1, 3.0, 3.4], [-1.5, -1.7, 0.0], [-1.5, -0.3, 1.0], [1.7, 0.7, -0.3], [-0.3, -2.8, -0.1], [-0.6, 1.6, 0.1], [0.8, 0.7, 0.4], [-1.5, 0.4, 0.8], [0.3, -1.0, 0.4], [0.0, 1.2, -1.2], [1.5, -0.2, -2.4], [0.6, 0.3, -0.8], [0.6, 0.2, -0.3], [-2.4, -2.5, -4.0], [-1.1, 1.5, 0.9], [-0.5, -0.3, 0.2], [-2.0, -0.7, 0.4], [0.4, 0.3, 0.7], [1.6, -1.1, 1.6], [-1.6, -0.2, -1.0], [0.2, -1.2, -0.3], [4.5, 4.3, -0.8], [1.7, 0.1, -0.1], [-1.1, -0.7, -1.0]], "lowdin_charge": [-0.064, -0.001, -0.017, -0.072, 0.108, -0.324, -0.081, 0.021, -0.340, -0.139, -0.066, 0.095, 0.075, 0.091, 0.077, 0.050, 0.018, 0.046, 0.038, -0.029, 0.065, 0.048, 0.071, 0.026, 0.107, -0.017, 0.106, -0.056, 0.094, 0.070]}

(4)
{"formula": "C4H8N", "method": "ωB97M-V/def2-TZVPD", "total_charge": 1, "smiles": "CCC#[N+]C", "largest_force_ev_per_a": 4.6, "de_lowest_kcal_mol": 17.1, "orbital_gap_ev": 12.44, "homo_energy_ha": -0.6088, "total_energy_ev": -5759.1236, "elements": ["N", "C", "C", "C", "C", "H", "H", "H", "H", "H", "H", "H", "H"], "xyz": [[1.42902, 0.23433, 0.09650], [2.73963, -0.05811, -0.09751], [-2.10025, -0.25779, -0.41410], [-1.09074, 0.69212, 0.32972], [0.28097, 0.34037, 0.16613], [-3.19676, -0.17336, -0.17214], [-1.18145, 0.44478, 1.42695], [-1.80275, -1.23940, -0.34144], [3.03805, -1.02836, 0.47840], [2.97603, -0.25445, -1.19519], [3.37262, 0.79288, 0.25833], [-1.28857, 1.66840, -0.16864], [-2.22529, -0.02810, -1.56336]], "forces_ev_per_angstrom": [[-4.3, 0.0, 0.1], [4.2, -1.8, -0.4], [-1.7, 2.1, -2.9], [-1.9, -1.2, -0.3], [2.6, 0.4, -0.8], [1.4, 0.2, 0.8], [-0.6, 1.4, -0.7], [0.5, -2.3, 0.3], [-0.6, 1.8, -0.9], [-0.5, 0.4, 1.4], [-0.5, -0.8, -0.3], [0.4, -0.1, 1.5], [1.0, -0.2, 2.1]], "lowdin_charge": [0.135, -0.045, -0.071, -0.131, 0.089, 0.107, 0.167, 0.038, 0.156, 0.141, 0.128, 0.159, 0.128]}